Below is a molecular structure, C2H8NO2 in a non-equilibrium geometry, with properties calculated with ωB97M-V/def2-TZVPD.

Computed properties:
Total energy: -7786.61903 eV
Orbital gap: 7.34 eV
Relative energy (zero: lowest compared OMol25 entry of this formula, charge and spin): 247.6 kJ/mol
Max |F|: 5.34 eV/Å
Lowest unoccupied orbital energy: 0.1434 Ha
M: 78.1 Da

The geometry in ORCA input format:
```
! RIJCOSX wB97M-V def2-TZVPD def2/J DEFGRID3
* xyz -1 1
C -0.133 -0.157 -0.152
O -1.086 -0.378 0.821
C 1.303 0.001 0.394
N 2.225 0.256 -0.809
H -0.202 -0.950 -0.921
H -0.337 0.820 -0.613
H 1.181 0.901 1.010
H 1.373 -0.784 1.168
H 3.143 0.296 -0.366
H 1.867 -0.753 -0.655
H -2.037 -0.052 0.481
H -3.939 0.401 -0.560
O -3.358 0.398 0.202
*
```

Table of Löwdin atomic charges, one value per atom, all in e: atom 1 (C): -0.375, atom 2 (O): -0.166, atom 3 (C): -0.345, atom 4 (N): -0.008, atom 5 (H): 0.109, atom 6 (H): 0.113, atom 7 (H): 0.104, atom 8 (H): 0.111, atom 9 (H): 0.030, atom 10 (H): 0.057, atom 11 (H): -0.025, atom 12 (H): -0.137, atom 13 (O): -0.469